61
Properties=species:S:1:pos:R:3:forces:R:3:nbo_charge:R:1 method="wB97M-V/def2-TZVPD" e_lumo_ev=-0.54 homo_lumo_gap_ha=0.293 de_lowest_ev=0.3473 homo_energy_ev=-8.52
Bi -0.3010 1.3826 -0.0034 0.221 -0.011 -0.037 1.88
C -2.7000 -1.1350 2.7366 -0.048 -0.051 0.042 -0.66
C -2.5434 -1.4755 1.3023 0.017 -0.057 -0.087 0.40
N -1.8083 -0.8417 0.4039 -0.129 -0.014 0.191 -0.53
C -1.9810 -1.5161 -0.7828 -0.095 -0.095 -0.035 -0.01
C -2.8240 -2.5799 -0.5889 0.183 0.090 -0.043 0.02
N -3.1659 -2.5255 0.7311 -0.016 -0.015 -0.021 -0.48
C -3.3641 -3.7053 -1.4021 0.001 0.040 -0.070 0.76
O -2.9948 -3.7668 -2.6554 -0.306 -0.422 0.059 -0.66
O -4.0987 -4.5021 -0.8667 -0.053 -0.030 0.055 -0.60
C -1.3685 -1.0497 -2.0530 0.096 -0.273 -0.633 0.79
O -1.4888 -1.7746 -3.0653 0.211 0.260 0.196 -0.71
O -0.7651 0.0617 -2.0551 0.086 0.173 0.291 -0.80
H -2.1794 -0.2089 2.9427 0.076 0.161 0.098 0.24
H -2.2892 -1.9191 3.3747 0.024 0.014 -0.010 0.24
H -3.7544 -1.0151 2.9898 0.019 0.031 0.011 0.24
H -3.8080 -3.1872 1.1434 0.041 -0.019 0.049 0.45
H -2.3797 -3.0091 -2.8895 0.196 0.290 -0.046 0.51
N -0.4544 2.8501 -2.2810 -0.030 0.051 -0.034 -0.87
C 0.8568 3.2553 -2.8085 0.075 0.188 0.061 -0.22
C 1.5431 4.1878 -1.8259 0.002 -0.328 0.084 -0.53
C 1.8395 3.5141 -0.4822 0.022 0.181 -0.073 0.79
O 2.2390 4.1467 0.4630 -0.025 -0.051 -0.159 -0.58
O 1.6519 2.1934 -0.4643 -0.091 0.085 0.055 -0.92
H -0.8376 2.0965 -2.8429 -0.137 0.055 0.001 0.41
H -1.1026 3.6297 -2.2793 -0.028 0.002 -0.110 0.37
H 0.7798 3.7324 -3.7899 -0.050 -0.025 0.002 0.19
H 1.4518 2.3509 -2.9195 0.019 -0.007 -0.090 0.21
H 0.9367 5.0748 -1.6300 0.041 0.036 0.005 0.22
H 2.4945 4.5350 -2.2318 -0.001 0.039 0.006 0.25
F -3.3710 1.5352 6.6063 -0.022 0.022 0.103 -0.28
C -2.4349 1.6216 5.6665 0.094 -0.028 -0.113 0.26
C -1.2661 0.8842 5.7678 -0.047 0.005 -0.086 0.30
F -1.0782 0.0847 6.8153 0.022 -0.027 0.116 -0.29
C -0.3233 0.9441 4.7576 -0.134 0.105 -0.212 0.31
F 0.7650 0.1803 4.8695 0.061 -0.036 0.088 -0.30
C -0.5007 1.7281 3.6153 -0.204 -0.087 0.189 -0.29
S 0.7470 1.8215 2.3919 0.114 0.116 0.089 -0.27
C -1.6892 2.4517 3.5497 0.143 -0.188 -0.051 0.31
F -1.9604 3.1672 2.4474 -0.044 0.094 -0.005 -0.30
C -2.6413 2.4136 4.5507 -0.061 -0.042 -0.090 0.27
F -3.7804 3.0934 4.4213 -0.036 0.045 0.028 -0.29
O 1.6925 -0.9180 -4.5426 -0.621 0.214 0.012 -0.73
C 2.1565 -2.1120 -3.9678 0.150 -0.280 0.319 0.09
N 3.5230 -1.9447 -3.5738 -0.082 -0.004 -0.224 -0.61
C 4.0461 -1.5457 -2.3841 0.016 0.023 0.117 0.66
O 5.2450 -1.4117 -2.2359 -0.056 0.011 0.046 -0.59
C 3.1392 -1.3529 -1.1882 -0.233 0.118 -0.169 -0.11
C 3.5542 -1.9300 0.0055 0.056 -0.011 0.012 -0.10
C 2.7904 -1.7620 1.1432 0.041 -0.068 0.015 -0.26
C 1.6501 -0.9899 1.0687 -0.136 -0.035 -0.135 0.08
N 1.2788 -0.3728 -0.0562 0.269 -0.296 -0.136 -0.54
C 2.0019 -0.5533 -1.1759 0.222 -0.125 0.175 0.07
H 0.7244 -0.9876 -4.6018 0.200 0.133 0.038 0.49
H 2.1131 -2.9299 -4.6929 0.025 0.013 0.020 0.17
H 1.5637 -2.4019 -3.0970 -0.039 0.046 0.010 0.17
H 4.2033 -1.9792 -4.3184 0.113 0.011 0.080 0.41
H 4.4798 -2.4906 0.0193 -0.016 -0.012 0.018 0.24
H 3.0767 -2.1935 2.0912 -0.011 -0.054 -0.022 0.24
H 1.0258 -0.8351 1.9341 -0.020 0.096 0.070 0.23
H 1.6848 -0.0140 -2.0565 -0.086 -0.056 -0.060 0.25


11
Properties=species:S:1:pos:R:3:forces:R:3:nbo_charge:R:1 method="wB97M-V/def2-TZVPD" e_lumo_ev=0.81 homo_lumo_gap_ha=0.374 de_lowest_ev=3.2072 homo_energy_ev=-9.36
C -1.7808 -0.0076 0.1055 0.074 0.433 -0.254 -0.43
N -0.4273 0.1864 0.6884 1.245 1.506 -1.381 -0.09
N 0.5688 1.4225 -0.1411 -0.745 -2.234 0.564 -0.26
C 1.6136 0.7336 -0.3918 -0.730 -2.326 0.856 -0.04
C 1.4405 -0.7802 0.0643 -0.179 1.306 0.031 -0.08
N 0.2806 -0.9034 0.5932 0.440 -0.512 -0.028 -0.19
H -2.4271 -0.7345 0.6372 0.904 0.368 0.175 0.22
H -1.6825 -0.3666 -0.9251 -0.085 0.181 0.061 0.19
H -2.2727 0.9579 0.1335 -0.061 0.078 -0.132 0.22
H 2.5565 1.0448 -0.8872 -0.959 0.218 0.502 0.23
H 2.0798 -1.6766 0.1124 0.096 0.982 -0.395 0.22


27
Properties=species:S:1:pos:R:3:forces:R:3:nbo_charge:R:1 method="wB97M-V/def2-TZVPD" spin_multiplicity=2 total_charge=-1 e_lumo_ev="2.80 / 2.95" s2=0.7504 homo_lumo_gap_ha="0.093 / 0.333" de_lowest_ev=1.4293 homo_energy_ev="0.27 / -6.11"
O 2.1049 4.6895 31.5691 0.723 -0.475 -0.261 -1.00
H 2.2433 4.1297 32.3331 -0.023 -0.298 0.249 0.46
H 1.6090 5.4360 31.9053 -0.878 0.697 0.089 0.50
O 1.8408 8.1756 28.0122 0.619 -0.159 0.219 -1.21
H 1.3352 7.5112 27.5441 -0.378 -0.419 -0.140 0.43
H 1.5944 9.0018 27.5962 -0.145 0.518 -0.046 0.44
O 4.3322 9.7172 32.4654 0.211 0.187 0.663 -0.94
H 4.0554 8.8691 32.8124 -0.125 -0.282 0.020 0.45
H 3.5579 10.2741 32.5470 -0.252 0.118 -0.097 0.45
O 0.3887 6.8606 31.7802 0.505 -0.600 -0.238 -1.29
H -0.4762 6.8237 32.1886 -0.612 -0.055 0.226 0.41
H 0.7059 7.7437 31.9694 0.214 0.715 0.032 0.42
O 6.5227 8.5428 30.9897 0.820 -0.053 0.435 -0.92
H 6.0050 7.7417 31.0696 -0.423 -0.081 -0.118 0.47
H 7.2044 8.3256 30.3539 0.107 -0.096 -0.212 0.45
O 3.2566 7.4333 30.4029 0.415 -0.404 0.442 -1.01
H 2.7984 6.7520 30.8949 -0.163 -0.297 0.099 0.48
H 2.6466 7.6782 29.7071 -0.583 0.032 -0.652 0.49
O 5.2543 8.4184 27.6296 0.561 -0.159 -0.265 -0.96
H 4.4826 7.9029 27.3956 -0.523 -0.214 0.098 0.48
H 5.4005 8.9881 26.8744 0.047 0.169 -0.259 0.46
O 4.9080 3.9944 31.6049 0.528 -0.343 0.264 -0.97
H 5.2793 4.0539 30.7247 0.055 0.051 -0.182 0.46
H 4.1080 4.5184 31.5639 -0.565 0.316 -0.166 0.49
O 4.4362 9.7645 29.8601 -0.406 1.390 -0.488 -0.98
H 4.7338 9.4998 28.9897 0.076 -0.229 -0.101 0.47
H 3.7401 9.1436 30.0748 0.195 -0.030 0.390 0.47